(1)
The following is a DFT calculation (ωB97M-V/def2-TZVPD) of a structure of composition C23H27FeN4O2PS2.

Positions of all 60 atoms, in Å:
C1 -3.6718 -1.9592 -3.0647
C2 -1.4878 1.9172 3.0583
O1 -0.5165 0.8461 3.2392
N1 2.1811 0.3671 -1.8140
H1 0.0665 -2.6133 5.4363
H2 2.1175 0.5687 5.4398
H3 -2.2839 -3.3259 -5.8452
H4 -2.0543 1.5427 1.0022
H5 -0.4014 5.6564 -0.7645
C3 -2.3433 -2.8356 -4.8832
H6 -4.4824 -2.9776 -4.7734
H7 0.3549 0.4176 5.5762
S1 1.4735 1.2646 0.9273
S2 -0.5196 -1.2144 1.1116
H8 -0.2300 -2.5233 -4.7496
C4 1.2942 -0.1327 5.5698
H9 -2.5853 -0.9791 -1.4979
H10 -4.6371 -1.7940 -2.6063
H11 0.4647 -3.8309 -2.8739
H12 1.4136 -0.6260 6.5351
C5 -1.1897 -2.4020 -4.2659
H13 -2.9518 0.5928 2.1871
C6 -3.5833 -2.6301 -4.2832
C7 -1.2655 -1.7412 -3.0219
C8 0.9801 2.3434 -1.8912
C9 2.2084 -1.0291 -2.0767
C10 -2.5095 1.5693 1.9955
H14 2.6630 3.3651 -2.7413
C11 1.7326 3.4525 -2.1993
C12 -0.7915 3.2431 2.8357
C13 -2.5306 -1.4993 -2.4481
H15 4.2720 -0.9628 -1.5911
Fe1 -0.0058 0.0950 -0.7437
O2 1.5114 -0.5341 3.1714
C14 2.5642 -3.7397 -2.5034
C15 1.3116 -1.1786 4.4752
H16 -0.8231 -1.5229 4.3718
H17 4.6252 -3.3953 -1.9975
H18 -1.5803 3.5239 -0.2774
H19 2.6913 -4.8031 -2.6552
H20 0.1624 -2.8321 3.6860
H21 -0.0882 3.4445 3.6432
C16 3.6466 -2.9556 -2.1283
N2 -0.1714 -1.2514 -2.3730
H22 -1.9896 1.9388 4.0262
H23 1.7685 5.5856 -1.9844
P1 0.4714 0.1515 2.2188
H24 2.2157 -1.7800 4.5644
H25 -1.5377 4.0392 2.8256
C17 -0.6478 3.5322 -0.8265
C18 0.1022 -2.0895 4.4804
C19 1.3066 -3.1891 -2.6541
H26 -0.2467 3.2541 1.8933
C20 3.4572 -1.6036 -1.8996
H27 -3.2999 2.3204 1.9977
C21 0.0196 4.7170 -1.0919
N3 -0.1679 2.3569 -1.2227
C22 1.0745 -1.8203 -2.4415
C23 1.2254 4.6738 -1.7758
N4 1.2179 0.9921 -2.3019

Computed properties:
DFT total energy ... -99687.056 eV
Max |F| ... 0.0206 hartree/bohr
E_LUMO (alpha / beta) ... -3.64 / -5.17 eV
Relative energy (zero: lowest compared OMol25 entry of this formula, charge and spin) ... 1.162 eV
Multiplicity ... 6
Charge ... +1

Atom charges from the natural (NBO) analysis, given in e for atoms 1 to 2: C -0.198; C 0.123


(2)
The following is a DFT calculation (ωB97M-V/def2-TZVPD) of an isolated molecule of C23H27NO2.

Positions of all 53 atoms, in Å:
H1 -3.6033 3.0885 -0.9183
H2 2.8949 -3.6819 -0.6740
H3 -1.4724 0.8254 -2.6785
H4 -4.3784 -1.3458 1.2932
C1 -3.7278 0.4564 1.0679
C2 -0.5407 -1.2886 1.2131
C3 -0.3908 -3.8745 -1.4654
C4 1.6937 -0.9397 2.0393
C5 -2.3715 0.1471 1.7167
H5 -1.9563 -2.7740 -0.5297
H6 -1.0504 -4.4004 -2.1403
H7 4.3197 0.4755 1.2704
C6 0.3241 -0.6452 2.0634
H8 0.9342 -0.4608 -2.2270
H9 4.6290 1.9856 -0.6876
H10 3.2596 -2.0720 1.1403
H11 -1.4966 -0.4262 -1.4364
H12 -3.4498 -0.5541 -0.8037
C7 0.1422 2.1348 -0.2343
H13 -2.0657 3.1504 -1.7908
C8 0.9870 -4.1313 -1.5064
C9 2.5337 1.8304 -0.3171
C10 3.9171 2.2447 0.0989
C11 -0.8948 -2.9665 -0.5756
H14 5.3361 1.8610 1.6885
C12 2.2019 -1.8540 1.1637
C13 1.4172 2.5052 0.1552
C14 1.3465 -2.5366 0.2749
H15 3.6451 1.8154 2.1994
H16 2.3428 -0.4253 2.7317
H17 -0.7137 2.6762 0.1395
H18 3.9481 3.3271 0.2422
H19 -4.5538 0.8202 -0.8872
C15 4.3331 1.5549 1.3983
C16 -2.9342 2.5310 -1.5728
H20 1.3719 -4.8499 -2.2154
H21 -3.4592 2.3259 -2.5201
H22 1.5465 3.3420 0.8279
O1 -4.7133 -0.4589 1.4751
N1 -2.5029 1.3262 -0.9001
C17 2.3374 0.7504 -1.1682
H23 3.1909 0.1987 -1.5361
C18 -0.0450 -2.2694 0.3058
C19 1.0661 0.3795 -1.5594
C20 1.8331 -3.4812 -0.6521
C21 -3.5988 0.4790 -0.4721
H24 -2.5028 0.0425 2.8021
O2 -1.8820 -1.0588 1.1615
H25 -1.6825 0.9686 1.5029
H26 -4.0635 1.4340 1.4279
H27 -0.0352 0.0895 2.7662
C22 -1.4173 0.6532 -1.5890
C23 -0.0492 1.0759 -1.1085

Computed properties:
DFT total energy ... -29874.417 eV
Max |F| ... 0.0144 hartree/bohr
Structure (SMILES) ... CCc1ccc(CN(C)C[C@@H](O)COc2cccc3ccccc23)cc1
E_LUMO ... 0.73 eV
Relative energy (zero: lowest compared OMol25 entry of this formula, charge and spin) ... 1.242 eV
Multiplicity ... 1

Atom charges from the natural (NBO) analysis, given in e for atoms 1 to 2: H 0.198; H 0.209


(3)
The following is a DFT calculation (ωB97M-V/def2-TZVPD) of a structure of composition C23H28BN2OTc.

Positions of all 56 atoms, in Å:
C1 -2.1391 0.6887 -4.0688
C2 -2.2886 -1.5185 0.1846
C3 -0.0853 -1.9845 0.7594
C4 2.0797 2.5799 -4.2128
H1 -2.0235 0.8700 -1.9684
C5 3.3197 2.0230 -4.5244
C6 -1.4257 -1.7613 1.2689
H2 1.9983 3.5272 -3.6725
H3 -0.4644 2.6263 -3.0691
H4 2.2439 -0.7339 -6.2336
C7 -0.1718 -1.9152 -0.6933
H5 0.7414 -2.4302 1.3084
C8 -1.6244 0.1838 -2.7381
H6 -0.4989 3.5672 -4.5719
C9 3.3871 0.8257 -5.2467
H7 2.4989 -1.8195 -0.4724
H8 -0.5703 2.0793 4.8230
C10 1.6833 1.4128 -0.9269
H9 -1.7330 -1.8583 2.3074
H10 -2.0557 2.1239 -5.4711
C11 -0.4241 2.5460 -4.1696
C12 0.9652 0.7482 -5.3348
C13 -1.5351 -1.5464 -1.0241
H11 2.0005 2.2208 1.1390
C14 -2.0265 -1.2906 -2.4140
H12 0.6720 0.5041 5.0417
H13 -1.4783 -3.2668 -3.1148
C15 -1.3339 -2.2247 -3.4250
H14 1.6991 -0.1923 -2.4952
B1 -0.3818 0.9011 4.5691
H15 -0.5245 0.2809 -2.7367
C16 2.3174 0.0060 0.8118
C17 2.2109 0.1917 -5.6568
H16 0.5198 -2.3512 -1.4090
C18 -3.5438 -1.5168 -2.4710
C19 1.9896 1.3662 0.4698
H17 -3.7621 -2.5537 -2.1880
H18 -3.8892 -1.3278 -3.4897
H19 1.3965 2.2939 -1.4932
H20 -1.3219 0.2063 4.9238
C20 2.2346 -0.7714 -0.3854
C21 0.8997 1.9281 -4.5838
N1 -1.5753 1.7918 -4.6430
H21 -4.0623 -0.8338 -1.7906
C22 -0.2671 0.7757 3.0541
H22 -0.2590 -2.0184 -3.4993
N2 -0.1885 0.6670 1.8870
H23 -1.7881 -2.0817 -4.4115
H24 4.3575 0.3942 -5.4958
C23 1.8191 0.0851 -1.4555
Tc1 0.2890 0.0097 0.0521
H25 4.2283 2.5341 -4.2037
H26 0.0435 0.2730 -5.6854
H27 -3.3669 -1.3748 0.2261
H28 2.6420 -0.3583 1.7820
O1 -3.0603 0.1157 -4.6405

Computed properties:
DFT total energy ... -32198.447 eV
Max |F| ... 0.0412 hartree/bohr
E_LUMO (alpha / beta) ... -4.63 / -6.04 eV
Multiplicity ... 4
Charge ... +1

Atom charges from the Mulliken analysis, given in e for atoms 1 to 2: C 0.066; C -0.787


(4)
The following is a DFT calculation (ωB97M-V/def2-TZVPD) of a structure of composition C23H28CaF3N2O.

Positions of all 58 atoms, in Å:
H1 0.9826 0.2817 2.2933
C1 -2.3921 -0.5189 -1.0058
H2 -3.4500 3.0624 2.4760
H3 -3.2372 4.0774 1.0190
C2 -3.9961 -1.1526 0.7451
C3 -2.8799 -1.3523 1.6540
F1 2.6619 0.3689 -1.1542
O1 -1.0782 2.6077 0.5010
H4 -0.4729 -3.0310 -1.2919
C4 2.1600 -0.9009 -1.4234
C5 0.1105 -0.1151 2.8577
N1 2.7554 2.3621 1.8238
C6 1.4214 -3.5565 -1.8725
H5 -2.5512 -0.9883 -4.3408
C7 -1.5826 -1.0751 1.2261
C8 -3.6679 -0.8688 -0.5580
N2 0.0614 -0.3786 -0.4514
Ca1 1.2413 1.6512 0.2733
C9 -2.2914 -0.1156 -2.4536
H6 -0.2379 0.3106 -2.8569
H7 -4.4852 -0.7342 -1.3014
C10 0.4946 -2.6475 -1.4265
C11 2.7500 -3.1123 -2.1814
C12 -2.7026 3.7501 1.9599
C13 3.1052 -1.7364 -2.0307
C14 -1.3973 3.0482 1.6095
H8 0.0348 -3.2305 1.1701
H9 1.2304 -4.6006 -1.9657
H10 4.0295 -1.2865 -2.3736
H11 -1.1227 -1.7191 -3.4128
C15 3.5050 2.3822 2.7218
C16 2.3063 3.3491 -1.6804
H12 -1.1269 1.6855 -2.1764
C17 -2.1744 -1.3560 -3.3671
H13 -3.0234 -1.6020 2.7052
C18 0.8264 -1.2967 -1.1308
C19 -0.4875 -1.4100 2.2354
C20 -1.1583 0.8192 -2.8527
H14 1.3959 -2.1018 1.1608
H15 4.1925 2.8020 4.6251
H16 -4.9548 -1.5658 0.9263
H17 -1.0645 -1.9015 3.0777
H18 -1.4163 1.2420 -3.8560
C21 -1.2402 -0.6854 -0.1114
H19 0.9233 -2.9919 2.6815
H20 4.9158 1.3639 3.8916
C22 4.6053 2.3966 3.7412
H21 5.4864 2.9673 3.3539
F2 2.3510 2.7098 -2.9094
H22 -3.2482 0.4047 -2.6874
H23 -0.7766 0.5287 2.8726
H24 0.4842 -0.1814 3.8678
H25 3.4192 -3.9089 -2.5568
H26 -2.5171 4.6555 2.5476
C23 0.5612 -2.4679 1.7601
H27 -2.8319 -2.2052 -3.0213
F3 3.6153 3.6209 -1.3467
H28 1.9386 4.3476 -1.9806

Computed properties:
DFT total energy ... -55922.638 eV
Max |F| ... 0.0850 hartree/bohr
E_LUMO ... 1.98 eV
Relative energy (zero: lowest compared OMol25 entry of this formula, charge and spin) ... 1.451 eV
Multiplicity ... 1
Charge ... -1

Atom charges from the natural (NBO) analysis, given in e for atoms 1 to 2: H 0.138; C -0.023